10
Properties=species:S:1:pos:R:3:mulliken_charge:R:1 method="wB97M-V/def2-TZVPD" spin_multiplicity=1 fmax_ev_per_a=5.59 lumo_energy_ev="-0.9 / -1.4" charge=0 smiles="N#C/C=C/C1=CO1"
C 2.9466 -0.3234 -0.0249 0.30
C -0.8417 0.0536 0.0502 0.18
C 1.6812 -0.8923 -0.0032 -0.44
C 0.5715 0.0444 -0.0525 -0.21
C -2.1589 0.3382 0.0126 -0.24
N 4.0021 0.1315 0.0178 -0.40
O -1.9118 -1.0193 0.0090 -0.39
H 1.6736 -1.9066 0.0257 0.48
H 0.8132 1.0280 -0.0461 0.33
H -2.9886 0.8712 -0.2576 0.39

=====

10
Properties=species:S:1:pos:R:3:mulliken_charge:R:1 method="wB97M-V/def2-TZVPD" spin_multiplicity=1 fmax_ev_per_a=4.53 lumo_energy_ev=0.5 charge=0
C 0.6371 -0.4550 1.7772 -0.70
C 0.8912 0.9203 -0.1870 0.16
H -0.4932 -0.8822 2.4190 0.22
H 1.4251 -1.4505 1.6419 0.25
H 1.0800 0.6511 2.3626 0.30
H -1.0944 0.3340 -1.2342 0.18
H 1.6594 1.3442 0.4419 0.28
N 0.2325 -0.1019 0.4036 0.04
O 0.7075 1.2044 -1.3816 -0.61
S -1.1896 -0.7319 -0.4340 -0.12

=====

85
Properties=species:S:1:pos:R:3:mulliken_charge:R:1 method="wB97M-V/def2-TZVPD" spin_multiplicity=3 fmax_ev_per_a=0.69 s2=2.273 lumo_energy_ev="-1.2 / -1.6" charge=0
Pd 0.4038 -0.2664 -0.2123 -0.14
S 1.5126 -1.8714 -1.4544 -0.36
C 0.1296 -2.8883 -1.6529 0.60
N 0.2567 -3.9932 -2.3754 -0.96
N -0.6756 -4.9338 -2.3372 0.25
C -1.4808 -5.4130 -1.2769 0.74
C -2.5496 -6.2277 -1.6286 -0.51
C -3.3429 -6.7997 -0.6455 -0.45
C -3.0682 -6.5696 0.6925 -0.77
C -1.9820 -5.7728 1.0368 -0.46
C -1.1871 -5.1923 0.0661 -0.35
N -1.1110 -2.5618 -1.1810 -0.36
N -1.2007 -1.4430 -0.5841 0.19
C -2.5143 -1.1187 -0.1167 0.08
C -3.5239 -2.0760 -0.0600 0.18
C -4.7611 -1.7212 0.4463 -0.71
C -4.9955 -0.4264 0.8951 -0.47
C -3.9854 0.5219 0.8293 -0.79
C -2.7415 0.1799 0.3241 -0.11
H -0.6204 -5.5486 -3.1376 0.27
H -2.7682 -6.4017 -2.6745 0.38
H -4.1754 -7.4270 -0.9323 0.38
H -3.6854 -7.0131 1.4609 0.42
H -1.7414 -5.6010 2.0763 0.47
H -0.3387 -4.5906 0.3612 0.54
H -3.3261 -3.0849 -0.3946 0.33
H -5.5468 -2.4631 0.4963 0.42
H -5.9621 -0.1606 1.3011 0.39
H -4.1603 1.5307 1.1772 0.42
H -1.9463 0.9150 0.2646 0.44
C 8.0410 0.9541 1.7238 -1.56
C 6.5406 1.0031 1.7985 0.61
C 5.8681 2.1990 2.0075 -1.09
C 4.4837 2.2453 2.1020 0.57
C 3.8112 3.5791 2.3039 -1.75
C 3.7562 1.0503 2.0067 0.06
As 1.8442 1.2527 2.2718 1.84
N 0.8183 -0.1607 2.0079 2.51
C 0.4851 -1.0924 2.9719 -0.57
C -0.6595 -1.8847 2.8074 -0.51
C -1.0326 -2.8141 3.7615 -0.54
C -0.2787 -2.9996 4.9128 -0.80
C 0.8668 -2.2359 5.0838 -1.14
C 1.2473 -1.3071 4.1315 0.41
C 1.4870 1.8009 4.1461 0.97
C 2.3250 1.6594 5.2554 1.22
C 3.6954 1.0271 5.2509 -2.26
C 1.8747 2.1050 6.4998 -0.98
C 0.6302 2.6765 6.6769 0.71
C 0.1617 3.1386 8.0282 -1.61
C -0.1869 2.8097 5.5604 -1.00
C 0.2149 2.3908 4.3028 -0.02
C -0.7450 2.5782 3.1576 -1.74
C 4.4009 -0.1598 1.7208 0.82
C 3.6842 -1.4658 1.5071 -0.97
C 5.7891 -0.1525 1.6388 -0.99
H 8.4775 1.9385 1.8836 0.35
H 8.3724 0.5890 0.7507 0.36
H 8.4424 0.2773 2.4796 0.33
H 6.4310 3.1215 2.0889 0.30
H 4.5360 4.3865 2.2124 0.45
H 3.3467 3.6554 3.2901 0.28
H 3.0283 3.7434 1.5589 0.32
H -1.2708 -1.7420 1.9260 0.10
H -1.9370 -3.3885 3.6077 0.56
H -0.5739 -3.7261 5.6563 0.38
H 1.4802 -2.3701 5.9661 0.46
H 2.1612 -0.7455 4.2719 0.41
H 4.0094 0.6610 4.2793 -0.11
H 3.7140 0.1881 5.9493 0.49
H 4.4421 1.7462 5.5919 0.58
H 2.5303 1.9822 7.3553 0.33
H 0.9187 2.9649 8.7905 0.37
H -0.7459 2.6101 8.3237 0.34
H -0.0713 4.2044 8.0161 0.34
H -1.1671 3.2599 5.6719 0.37
H -1.6047 3.1614 3.4855 0.46
H -1.0989 1.6172 2.7793 0.12
H -0.2858 3.0931 2.3114 0.32
H 2.7716 -1.3407 0.9177 -0.35
H 3.3962 -1.9258 2.4524 0.20
H 4.3377 -2.1603 0.9817 0.54
H 6.2964 -1.0876 1.4304 0.43
O 0.2127 1.7525 -0.0924 -0.46
O 1.5231 1.3448 -0.0857 -0.51

=====

90
Properties=species:S:1:pos:R:3:mulliken_charge:R:1 method="wB97M-V/def2-TZVPD" spin_multiplicity=1 fmax_ev_per_a=0.69 lumo_energy_ev=-4.2 charge=+1
Mo -0.5830 -1.2435 -0.8101 -1.53
C -0.7158 -0.5761 -4.8196 -1.29
C -0.3189 0.5387 -3.8542 -0.13
C -1.4907 1.3402 -3.3570 0.80
C -1.7478 2.5855 -3.9185 -0.84
C -2.8047 3.3609 -3.4786 -1.07
C -3.6081 2.9037 -2.4467 -1.05
C -3.4036 1.6561 -1.8678 0.48
C -4.2516 1.2608 -0.6797 -1.07
C -3.4773 1.3166 0.6374 -0.55
C -2.3540 0.8687 -2.3668 0.55
N -2.1685 -0.4639 -1.8481 0.78
C -3.2056 -1.2999 -1.9344 -0.66
C -3.2490 -2.3530 -1.0416 0.57
C -4.1170 -3.4388 -0.8151 -1.07
C -3.6186 -4.1120 0.2813 -0.83
C -2.4480 -3.4374 0.6803 -0.44
N -2.2279 -2.3724 -0.0872 0.54
H 0.1611 -1.1208 -5.1681 0.41
H -1.2327 -0.1654 -5.6874 0.33
H -1.3911 -1.2899 -4.3420 0.20
H 0.3835 1.2226 -4.3344 0.69
H 0.2478 0.1225 -3.0169 -0.68
H -1.0917 2.9503 -4.6993 0.47
H -2.9941 4.3287 -3.9247 0.49
H -4.4157 3.5236 -2.0770 0.41
H -4.6937 0.2697 -0.8002 0.25
H -5.0959 1.9496 -0.6319 0.57
H -2.6562 0.5981 0.6497 -0.17
H -4.1315 1.0944 1.4810 0.52
H -3.0493 2.3089 0.7939 0.28
H -3.9935 -1.1072 -2.6561 0.50
H -5.0039 -3.6703 -1.3827 0.52
H -4.0321 -4.9853 0.7568 0.46
H -1.7847 -3.6904 1.4923 0.57
F 2.4375 -2.4266 -4.1862 -0.24
C 2.7945 -2.8563 -2.9699 0.76
F 3.4044 -4.0249 -3.0903 -0.24
F 3.6618 -1.9734 -2.4545 -0.21
C 1.5492 -2.9657 -2.0596 0.30
O 1.1918 -4.0119 -1.5927 -0.58
O 0.9891 -1.7927 -1.8899 -0.85
N 0.4054 -2.3692 0.7335 -0.40
C 1.0901 -3.0028 1.3980 0.22
C 1.9451 -3.7843 2.2267 0.30
C 2.3755 -3.2611 3.4465 -0.28
C 3.2153 -4.0250 4.2352 -0.73
C 3.6193 -5.2830 3.8038 -0.38
C 3.1929 -5.7908 2.5823 -0.71
C 2.3495 -5.0439 1.7805 -0.54
H 2.0628 -2.2716 3.7533 0.53
H 3.5597 -3.6391 5.1848 0.45
H 4.2780 -5.8741 4.4261 0.41
H 3.5203 -6.7677 2.2554 0.43
H 2.0116 -5.4101 0.8198 0.58
C -0.1612 0.1503 0.0723 2.02
Ge 0.7541 1.6485 0.9746 2.94
C -0.4514 2.3192 2.3277 0.04
C -0.6266 3.6894 2.5073 -0.57
C -1.4934 4.1634 3.4839 -0.63
C -2.1898 3.2709 4.2853 -0.55
C -2.0208 1.9026 4.1144 -0.60
C -1.1560 1.4304 3.1393 -0.23
C 1.1574 2.9282 -0.4168 -0.07
C 2.4728 3.1527 -0.8190 -0.57
C 2.7525 4.0735 -1.8190 -0.69
C 1.7195 4.7805 -2.4182 -0.67
C 0.4061 4.5620 -2.0249 -0.68
C 0.1241 3.6344 -1.0327 0.14
C 2.3176 0.7490 1.6954 -0.31
C 3.1099 -0.0520 0.8701 -0.10
C 4.2443 -0.6744 1.3706 -0.75
C 4.5977 -0.5015 2.7036 -0.55
C 3.8140 0.2869 3.5339 -0.74
C 2.6759 0.9081 3.0324 -0.52
H -0.0910 4.3941 1.8811 0.41
H -1.6248 5.2292 3.6175 0.42
H -2.8662 3.6409 5.0446 0.41
H -2.5657 1.2068 4.7394 0.42
H -1.0387 0.3596 3.0037 0.28
H 3.2872 2.6157 -0.3456 0.36
H 3.7765 4.2456 -2.1236 0.44
H 1.9390 5.5065 -3.1904 0.42
H -0.4000 5.1128 -2.4915 0.50
H -0.9084 3.4660 -0.7400 0.38
H 2.8471 -0.1867 -0.1752 0.51
H 4.8580 -1.2851 0.7200 0.48
H 5.4879 -0.9793 3.0923 0.45
H 4.0924 0.4275 4.5706 0.42
H 2.0704 1.5249 3.6874 0.38

=====

34
Properties=species:S:1:pos:R:3:mulliken_charge:R:1 method="wB97M-V/def2-TZVPD" spin_multiplicity=1 fmax_ev_per_a=0.72 lumo_energy_ev=0.5 charge=0 smiles="CCCC[C@@H](NC(=O)c1ccc(Cl)cc1)C(=O)O"
C -1.4557 -3.7655 0.3229 -1.40
H -2.3991 -4.2114 0.6292 0.33
C -1.7011 -2.4597 -0.4234 -0.07
C -2.4561 -1.4492 0.4419 -0.90
C -2.6532 -0.0903 -0.2495 -0.92
H -3.6884 0.2368 -0.1447 0.40
H -2.4421 -0.1753 -1.3172 0.42
C -1.7651 1.0159 0.3262 0.34
N -0.3624 0.6834 0.1976 -0.04
C 0.5636 1.6648 0.1957 0.39
O 0.2473 2.8355 0.3147 -0.64
C 1.9798 1.2203 0.0652 0.38
C 2.9660 2.0115 0.6479 -0.33
C 4.2983 1.6580 0.5625 -0.67
C 4.6496 0.5072 -0.1271 0.43
C 3.6836 -0.2789 -0.7376 -0.85
C 2.3518 0.0786 -0.6385 -0.42
H 1.6115 -0.5221 -1.1457 0.54
H 3.9756 -1.1595 -1.2880 0.42
Cl 6.3109 0.0518 -0.2400 -0.21
H 5.0609 2.2679 1.0204 0.42
H 2.6663 2.9086 1.1677 0.44
H -0.1033 -0.2879 0.1664 0.17
C -2.0122 2.3081 -0.4595 0.17
O -1.7976 2.4274 -1.6345 -0.59
O -2.6198 3.2295 0.2839 -0.47
H -2.7247 4.0512 -0.2208 0.39
H -2.0164 1.2060 1.3789 0.19
H -3.4300 -1.8766 0.6860 0.53
H -1.9252 -1.3102 1.3867 0.36
H -2.2843 -2.6614 -1.3243 0.34
H -0.7422 -2.0463 -0.7461 0.13
H -0.9310 -4.4761 -0.3110 0.38
H -0.8555 -3.5921 1.2139 0.34

=====

19
Properties=species:S:1:pos:R:3:mulliken_charge:R:1 method="wB97M-V/def2-TZVPD" spin_multiplicity=1 fmax_ev_per_a=0.47 lumo_energy_ev=0.8 charge=0
C -0.6943 -1.9493 -0.4700 -1.57
C -0.7290 -0.4541 -0.7477 0.46
C -1.4128 0.3879 0.3424 -0.47
C -0.1288 2.3381 1.3438 -0.91
O -0.1254 0.8628 0.8136 -0.13
C 0.5414 0.3533 -0.4110 0.29
C 1.8526 -0.3149 -0.0959 -1.50
H -1.6951 -2.3765 -0.5946 0.41
H -0.0200 -2.4727 -1.1562 0.33
H -0.3703 -2.1600 0.5552 0.37
H -1.1040 -0.2590 -1.7561 0.36
H -1.9325 -0.1378 1.1469 0.29
H -1.9964 1.2440 -0.0008 0.31
H 0.8120 2.3243 1.9211 0.24
H 0.1137 2.8797 0.4042 0.16
H 0.6748 1.2130 -1.0779 0.32
H 1.7233 -1.1247 0.6271 0.29
H 2.2940 -0.7259 -1.0104 0.36
H 2.5489 0.4188 0.3225 0.43

=====

7
Properties=species:S:1:pos:R:3:mulliken_charge:R:1 method="wB97M-V/def2-TZVPD" spin_multiplicity=1 fmax_ev_per_a=3.63 lumo_energy_ev="-2.0 / -1.4" charge=0
C -1.2504 0.4082 0.1115 0.38
N -0.0207 0.8080 -0.0849 -0.46
N -2.2666 -0.1729 -0.0030 0.49
O 1.0549 -0.0421 0.0305 -0.03
O 3.2832 -0.9439 -0.0291 -0.36
O -3.4482 -0.4225 0.0317 -0.53
S 2.6478 0.3654 -0.0568 0.50

=====

40
Properties=species:S:1:pos:R:3:mulliken_charge:R:1 method="wB97M-V/def2-TZVPD" spin_multiplicity=1 fmax_ev_per_a=0.99 lumo_energy_ev=0.5 charge=0 smiles=CCc1c[nH]cc1C.O.O.O.O.O.O.O
C 0.2009 -1.8053 1.3663 -1.66
C 0.0319 -0.8355 0.2012 0.91
C -0.6703 0.4357 0.5509 0.36
C -1.8567 0.5360 1.2618 -0.86
N -2.2119 1.8488 1.3239 0.01
C -1.2928 2.6155 0.6702 -1.20
C -0.3178 1.7714 0.1692 0.47
C 0.8683 2.2053 -0.6172 -0.74
H 0.6637 -2.7523 1.0744 0.47
H 0.8588 -1.4162 2.1495 0.42
H -0.7552 -2.0797 1.8042 0.28
H -0.5248 -1.3498 -0.5856 0.10
H 1.0074 -0.6319 -0.2323 -0.35
H -2.4387 -0.2817 1.6535 0.54
H -3.0725 2.1650 1.7349 0.21
H -1.3475 3.6862 0.5878 0.47
H 1.8015 1.7643 -0.2608 0.08
H 0.8261 1.9181 -1.6692 0.17
H 0.9986 3.2886 -0.5812 0.40
H -2.9611 -2.0766 -0.0636 0.40
H -3.2543 -3.2208 0.9225 0.29
O -3.1042 -2.2715 0.8947 -0.63
H -0.2086 -0.2437 -2.9263 0.42
H -1.2251 0.6119 -2.2069 0.35
O -1.1852 -0.0925 -2.8766 -0.80
H 2.4854 0.7383 1.9364 0.40
H 3.8980 1.3164 1.6121 0.30
O 3.3466 0.5353 1.4682 -0.69
H 3.7510 -1.5932 -0.8638 0.31
H 3.4236 -0.1959 -0.2024 0.33
O 3.4471 -0.6979 -1.0637 -0.70
H 0.4672 0.3083 2.8530 0.33
H 0.4694 1.7627 2.4091 0.41
O 1.0009 1.1286 2.9297 -0.81
H 1.9614 -0.9921 -3.7820 0.25
H 2.1523 -0.5575 -2.2907 0.39
O 1.5336 -0.5308 -3.0642 -0.64
H -2.2053 -1.3460 -2.2396 0.44
H -3.7000 -1.6935 -2.2195 0.30
O -2.8615 -1.9720 -1.8280 -0.72

=====

63
Properties=species:S:1:pos:R:3:mulliken_charge:R:1 method="wB97M-V/def2-TZVPD" spin_multiplicity=1 fmax_ev_per_a=3.97 lumo_energy_ev="-14.5 / -14.8" charge=+4
Os -0.6337 1.2171 0.4626 1.03
C -3.0983 3.2450 0.2462 -0.63
N -1.6184 3.3243 0.4912 -0.41
C -1.2903 3.9759 1.7874 -1.14
C -1.0273 2.9622 2.8353 0.40
N -0.8559 1.6689 2.4831 0.05
C -0.5602 0.9912 3.6172 0.87
C -0.2957 -0.4010 3.8251 -0.52
C -0.0455 -0.8054 5.1023 -0.87
C -0.0393 0.1282 6.1723 -0.46
C -0.3206 1.5229 5.9845 -1.02
C -0.5743 1.9048 4.7075 0.54
N -0.8822 3.1508 4.1301 0.04
C -3.4933 1.8344 0.0183 0.10
N -2.5815 0.8689 0.0744 -0.13
C -3.2480 -0.3352 -0.2470 0.89
C -2.7872 -1.6435 -0.3239 -0.58
C -3.7149 -2.6081 -0.6697 -0.87
C -5.0581 -2.2821 -0.9233 -0.54
C -5.5233 -0.9851 -0.8315 -1.02
C -4.5824 -0.0269 -0.4831 0.59
N -4.6878 1.3642 -0.3051 0.02
H -3.3665 3.8438 -0.6265 0.57
H -3.6478 3.6639 1.0903 0.42
H -1.1917 3.8701 -0.2500 0.34
H -2.0832 4.6538 2.1113 0.53
H -0.3893 4.5860 1.6707 0.48
H -0.3004 -1.0954 2.9961 0.37
H 0.1516 -1.8464 5.3196 0.46
H 0.1887 -0.2179 7.1741 0.44
H -0.3249 2.2040 6.8269 0.48
H -0.9694 4.0347 4.6216 0.29
H -1.7593 -1.9071 -0.1023 0.42
H -3.4082 -3.6428 -0.7389 0.45
H -5.7479 -3.0696 -1.1941 0.45
H -6.5602 -0.7401 -1.0199 0.47
H -5.5319 1.9111 -0.4171 0.28
N 0.0537 0.6689 -1.4988 -0.50
C 1.5562 0.7705 -1.5616 0.10
C 2.2341 -0.0290 -2.6678 -0.87
C 2.0881 -1.5562 -2.6249 -0.73
C 3.1215 -2.2350 -3.5286 -1.16
N 4.4268 -2.3371 -2.8684 -0.06
C 5.4237 -3.1158 -3.3077 0.76
N 6.4954 -3.3191 -2.5492 -0.36
N 5.3401 -3.6925 -4.5010 -0.32
C 2.0640 0.4391 -0.1680 0.44
O 3.0500 -0.1555 0.1009 -0.45
O 1.2192 0.9516 0.8145 -0.42
H -0.2194 -0.2917 -1.7130 0.33
H -0.3586 1.2374 -2.2350 0.43
H 1.7878 1.8271 -1.7201 0.29
H 3.2909 0.2417 -2.6110 0.46
H 1.8773 0.3475 -3.6297 0.40
H 1.1053 -1.8666 -2.9871 0.45
H 2.1982 -1.9337 -1.6049 0.39
H 3.2175 -1.6590 -4.4540 0.43
H 2.7769 -3.2346 -3.7944 0.63
H 4.5693 -1.8408 -2.0030 0.16
H 6.5716 -2.9315 -1.6244 0.19
H 7.2809 -3.8537 -2.8840 0.21
H 4.6151 -3.4555 -5.1554 0.20
H 6.0734 -4.2961 -4.8387 0.22

=====

Listing calculated total energy for the structures above in their given order: -8765.17115 -16525.04059 -125677.74167 -120276.05974 -33896.97928 -8459.52864 -20987.35325 -23488.83793 -43221.46838 eV.